# 1
{
  "formula": "C5H5N3OS",
  "method": "wB97M-V/def2-TZVPD",
  "symbols": ["C", "C", "C", "C", "C", "N", "N", "N", "O", "S", "H", "H", "H", "H", "H"],
  "positions_angstrom": [[3.0855, 1.1450, 0.1208], [-1.1431, -2.0838, 0.4281], [-1.3350, -0.7376, 0.0765], [0.9372, -0.7662, 0.0603], [-0.1735, 1.4233, -0.2683], [3.4944, 1.7405, 1.0722], [2.8385, 0.5497, -0.9201], [-0.1848, -0.0450, -0.0395], [-2.5528, -0.1273, -0.1240], [0.5813, -2.3642, 0.4242], [-1.7802, -2.9719, 0.4426], [0.8948, 1.5910, -0.7829], [-1.0206, 1.5983, -0.9970], [-0.4152, 1.9039, 0.6836], [-3.2266, -0.8558, -0.1767]],
  "energy_ev": -22612.8021,
  "gap_ev": [6.87, 6.92],
  "total_charge": 0,
  "e_homo_ev": [-8.94, -8.92]
}


# 2
{
  "formula": "C19H24BrF16O8PS",
  "method": "wB97M-V/def2-TZVPD",
  "symbols": ["C", "C", "C", "Br", "C", "C", "O", "O", "C", "S", "C", "C", "O", "C", "P", "O", "O", "O", "H", "H", "H", "H", "H", "H", "H", "H", "H", "H", "H", "H", "H", "H", "H", "H", "C", "C", "C", "F", "F", "F", "F", "O", "C", "C", "F", "F", "F", "F", "H", "H", "H", "H", "C", "C", "C", "F", "F", "F", "F", "O", "C", "C", "F", "F", "F", "F", "H", "H", "H", "H"],
  "positions_angstrom": [[-1.9880, 0.6476, 2.8553], [-2.2712, -0.1356, 1.5647], [-1.4819, -1.4222, 1.4451], [-1.8921, -2.6332, 2.9037], [0.0185, -1.1665, 1.2314], [1.0352, -1.2793, 2.3627], [0.9092, -1.3394, 3.5765], [2.2800, -1.2623, 1.7622], [2.1246, -1.2545, 0.3633], [3.6095, -1.8188, -0.4743], [0.7530, -1.9105, 0.1030], [0.6266, -3.4371, 0.3860], [1.8225, -4.1624, 0.3236], [2.4911, -4.3643, 1.5501], [0.0402, -1.4835, -1.4992], [-1.1815, -2.2491, -1.7656], [1.1374, -1.7377, -2.6057], [-0.2930, 0.0696, -1.5264], [-2.8723, 0.7570, 3.4610], [-1.2242, 0.1578, 3.4392], [-1.6147, 1.6354, 2.6171], [-3.3146, -0.3901, 1.4667], [-2.0148, 0.4793, 0.7125], [-1.8367, -1.9106, 0.5516], [0.0668, -0.1002, 1.0051], [1.9740, -0.2114, 0.1012], [3.4265, -1.4002, -1.7293], [0.1254, -3.5984, 1.3336], [-0.0188, -3.8482, -0.3762], [3.2589, -3.6230, 1.7257], [1.8109, -4.3922, 2.3956], [2.9869, -5.3222, 1.4962], [0.7513, -1.5687, -3.4759], [0.1834, 0.5871, -0.8649], [4.5538, 1.6254, 1.2475], [3.7707, 2.5006, 0.2418], [4.4885, 3.0123, -1.0122], [5.4872, 3.8538, -0.7062], [3.5945, 3.6918, -1.7689], [3.1905, 3.5295, 0.8870], [2.7532, 1.7147, -0.2404], [5.0311, 2.2535, 2.4313], [6.2772, 2.8278, 2.5414], [6.1702, 4.3074, 2.9224], [5.5213, 4.9957, 1.9649], [7.4152, 4.8181, 3.0459], [7.0362, 2.6458, 1.4481], [6.9117, 2.2129, 3.5630], [3.8231, 0.9112, 1.6261], [5.3205, 1.0251, 0.7601], [4.8799, 2.1779, -1.6012], [5.6348, 4.4160, 3.8675], [-6.8319, -0.5762, -2.4090], [-6.7591, 0.7143, -1.5626], [-6.6935, 2.0711, -2.2745], [-5.5660, 2.2141, -2.9885], [-6.7090, 3.0487, -1.3373], [-5.7517, 0.6187, -0.6693], [-7.9233, 0.7528, -0.8529], [-5.6500, -1.3476, -2.5808], [-4.7838, -1.2053, -3.6448], [-3.3759, -0.8679, -3.1573], [-3.3787, 0.3213, -2.5171], [-2.5482, -0.7573, -4.2300], [-5.2347, -0.3345, -4.5691], [-4.7091, -2.4073, -4.2571], [-7.4718, -1.2324, -1.8214], [-7.3545, -0.4143, -3.3511], [-7.5586, 2.2059, -2.9296], [-2.9882, -1.6356, -2.4815]],
  "energy_ev": -170120.4475,
  "gap_ev": 9.73,
  "total_charge": 0,
  "e_homo_ev": -9.74,
  "smiles": "CC[C@H](Br)[C@H]1C(=O)O[C@@H](S)[C@]1(COC)P(=O)(O)O.FC(F)C(F)(F)COC(F)(F)C(F)F.FC(F)C(F)(F)COC(F)(F)C(F)F"
}